{
  "formula": "C19H60N4O9",
  "method": "the ωB97M-V functional and the def2-TZVPD basis",
  "smiles": "COC[C@H](C)N.COC[C@H](C)N.COC[C@H](C)N.COC[C@H](C)N.CO.CO.CO.O.O",
  "gap_ev": 9.27,
  "homo_energy_ev": -9.07,
  "multiplicity": 1,
  "e_above_lowest_kcal_mol": 83.1,
  "charge": 0,
  "symbols": ["C", "O", "C", "C", "C", "N", "H", "H", "H", "H", "H", "H", "H", "H", "H", "H", "H", "C", "O", "C", "C", "C", "N", "H", "H", "H", "H", "H", "H", "H", "H", "H", "H", "H", "C", "O", "C", "C", "C", "N", "H", "H", "H", "H", "H", "H", "H", "H", "H", "H", "H", "C", "O", "C", "C", "C", "N", "H", "H", "H", "H", "H", "H", "H", "H", "H", "H", "H", "C", "O", "H", "H", "H", "H", "C", "O", "H", "H", "H", "H", "C", "O", "H", "H", "H", "H", "O", "H", "H", "O", "H", "H"],
  "coordinates": [[1.019, 6.942, -5.357], [1.912, 8.113, -5.173], [3.109, 7.785, -5.772], [4.056, 9.039, -5.611], [3.517, 10.191, -6.461], [5.419, 8.819, -5.931], [1.348, 6.002, -4.914], [0.826, 6.820, -6.423], [0.032, 7.152, -4.946], [3.526, 6.950, -5.209], [3.136, 7.509, -6.827], [3.996, 9.402, -4.585], [4.064, 11.124, -6.324], [2.481, 10.362, -6.168], [3.320, 9.959, -7.507], [6.006, 9.562, -5.581], [5.722, 7.961, -5.493], [-8.333, -1.916, -2.493], [-7.234, -2.270, -3.279], [-7.048, -1.441, -4.392], [-5.767, -1.842, -5.093], [-5.263, -1.017, -6.267], [-5.987, -3.085, -5.673], [-9.321, -1.965, -2.951], [-8.296, -0.886, -2.139], [-8.353, -2.583, -1.632], [-7.862, -1.441, -5.117], [-6.860, -0.430, -4.031], [-5.064, -2.080, -4.295], [-6.072, -0.707, -6.928], [-4.543, -1.544, -6.893], [-4.679, -0.169, -5.911], [-6.569, -3.554, -4.993], [-6.542, -2.962, -6.508], [-3.547, -2.276, 7.861], [-4.119, -2.933, 6.734], [-3.463, -2.609, 5.576], [-4.461, -2.813, 4.340], [-5.178, -4.188, 4.336], [-3.762, -2.713, 3.082], [-4.224, -2.432, 8.701], [-3.290, -1.219, 7.796], [-2.633, -2.759, 8.204], [-3.029, -1.611, 5.510], [-2.640, -3.316, 5.467], [-5.147, -1.988, 4.532], [-5.827, -4.237, 5.210], [-4.427, -4.960, 4.500], [-5.748, -4.463, 3.448], [-4.482, -2.741, 2.374], [-3.126, -3.496, 3.021], [4.135, -1.669, 4.324], [5.342, -1.978, 5.070], [5.112, -1.731, 6.480], [6.002, -2.543, 7.371], [5.291, -2.883, 8.735], [7.334, -1.989, 7.635], [3.289, -2.262, 4.671], [4.376, -1.899, 3.286], [3.863, -0.615, 4.266], [5.240, -0.660, 6.640], [4.092, -1.972, 6.775], [6.199, -3.423, 6.759], [5.946, -3.510, 9.341], [4.431, -3.527, 8.552], [5.015, -2.009, 9.325], [7.984, -1.867, 6.871], [7.706, -2.708, 8.239], [1.807, -7.654, 1.819], [1.155, -6.797, 0.859], [1.883, -8.637, 1.356], [2.864, -7.457, 1.998], [1.366, -7.669, 2.815], [1.391, -6.992, -0.051], [-3.611, 3.456, 0.625], [-2.598, 2.410, 0.669], [-4.087, 3.491, 1.605], [-3.117, 4.421, 0.512], [-4.371, 3.424, -0.155], [-3.023, 1.583, 0.910], [6.632, 1.347, -2.647], [7.720, 1.572, -1.754], [6.100, 0.492, -2.231], [5.959, 2.199, -2.751], [7.008, 1.184, -3.657], [7.950, 2.499, -1.850], [2.376, -2.675, -6.608], [2.013, -2.139, -5.903], [1.609, -3.013, -7.071], [0.523, -0.293, -2.558], [0.262, -1.032, -2.008], [0.235, 0.481, -2.074]],
  "forces_ev_per_angstrom": [[-0.418, 1.572, -0.157], [-2.324, -2.033, -0.443], [2.951, 1.305, 0.816], [-1.736, 0.813, -0.161], [-1.395, -0.163, 0.133], [1.112, -1.257, -0.684], [0.617, 0.201, 0.057], [0.339, -0.217, -0.150], [0.236, 0.392, 0.343], [0.460, -0.333, -0.027], [-0.714, 0.006, -0.297], [-0.537, -0.278, 0.425], [0.125, -0.126, -0.190], [-0.028, 0.333, 0.594], [0.976, -0.190, -0.280], [-0.016, 0.066, -0.037], [0.353, -0.093, 0.059], [-0.498, 0.123, 0.798], [-0.301, -0.497, -0.386], [1.147, 2.032, 0.048], [0.325, 0.151, -0.117], [0.808, 1.366, 0.834], [-0.682, -3.273, -0.700], [0.027, -0.426, -0.691], [0.484, 0.239, 0.148], [0.106, 0.049, -0.026], [-0.402, -0.115, 0.096], [-0.536, 0.540, 0.141], [0.600, 0.915, 0.052], [-0.135, 0.201, 0.163], [-0.197, -0.556, 0.277], [-0.384, 0.508, -0.145], [-0.156, -1.004, -0.247], [-0.205, -0.250, -0.242], [-0.124, -1.040, 1.097], [-0.398, 1.434, 1.594], [-0.172, -1.444, -2.893], [0.415, -0.811, 1.289], [0.145, 0.406, 1.814], [0.313, 1.464, 0.239], [-0.255, 0.229, -0.149], [-0.463, 0.165, -0.696], [0.373, -0.293, -0.352], [-0.276, 0.280, 0.239], [0.506, -0.139, -0.304], [-0.366, 0.013, -0.710], [-0.250, -0.211, -0.032], [0.140, -0.135, -0.143], [0.083, 0.516, -0.123], [0.428, -0.285, -0.438], [-0.099, -0.137, -0.450], [1.297, -0.342, -0.482], [-1.492, 0.328, 0.634], [-0.083, 0.804, -0.533], [0.343, -0.389, -0.293], [0.807, -0.422, -1.088], [-0.341, 0.281, 1.354], [-0.004, -0.036, 0.035], [-0.105, -0.409, 0.047], [0.131, 0.269, 0.712], [0.068, 0.208, 0.248], [-0.303, -0.116, -0.403], [-0.660, -0.796, 0.304], [0.233, 0.157, 0.104], [-0.223, 0.286, -0.114], [0.019, 0.082, -0.243], [-0.474, -0.193, -0.453], [0.784, 0.286, 0.170], [0.836, -0.624, -1.458], [-0.097, 0.412, 1.356], [-0.546, -0.468, 0.517], [0.172, 0.888, -0.171], [-0.687, 0.154, -0.515], [0.320, -0.356, 0.271], [0.718, -0.110, 0.943], [-0.749, 0.941, -0.669], [-0.318, 0.036, -0.044], [0.346, -0.228, -0.071], [0.139, -0.661, -0.178], [-0.121, -0.004, 0.017], [0.258, -0.088, 0.040], [-0.240, 0.476, -0.102], [-0.111, 0.019, -0.461], [-0.147, 0.105, 0.440], [-0.039, -0.513, -0.074], [0.278, -0.001, 0.156], [0.223, -0.058, -0.068], [-0.062, 0.175, 0.229], [-0.169, -0.102, -0.139], [0.119, -0.034, -0.249], [-0.050, -0.210, 0.131], [-0.075, 0.241, 0.114]]
}



{
  "formula": "Br5HSi2",
  "method": "the ωB97M-V functional and the def2-TZVPD basis",
  "gap_ev": 7.47,
  "homo_energy_ev": -9.57,
  "multiplicity": 1,
  "e_above_lowest_kcal_mol": 44.2,
  "charge": 0,
  "symbols": ["Si", "Si", "Br", "Br", "Br", "Br", "Br", "H"],
  "coordinates": [[0.873, -0.162, 0.724], [3.061, -0.012, -0.077], [0.672, 0.476, 2.820], [0.364, -3.192, 0.291], [3.722, -1.661, -1.401], [3.112, 1.873, -1.284], [4.572, 0.207, 1.543], [-0.268, 0.311, -0.040]],
  "forces_ev_per_angstrom": [[-0.404, -2.375, 0.363], [1.092, 0.076, -0.539], [0.098, -0.263, -0.509], [0.459, 2.533, 0.455], [-0.376, 0.358, 0.389], [-0.209, -0.341, 0.306], [-0.570, -0.093, -0.220], [-0.090, 0.104, -0.246]]
}



{
  "formula": "C14H30NO8PS",
  "method": "the ωB97M-V functional and the def2-TZVPD basis",
  "smiles": "CCP(CC)NC(=O)OCCCS.COC(=O)OC.COC(=O)OC",
  "gap_ev": 8.18,
  "homo_energy_ev": -7.82,
  "multiplicity": 1,
  "e_above_lowest_kcal_mol": 107.0,
  "charge": 0,
  "symbols": ["C", "C", "P", "C", "C", "N", "C", "O", "O", "C", "C", "C", "S", "H", "H", "H", "H", "H", "H", "H", "H", "H", "H", "H", "H", "H", "H", "H", "H", "H", "H", "C", "O", "C", "O", "O", "C", "H", "H", "H", "H", "H", "H", "C", "O", "C", "O", "O", "C", "H", "H", "H", "H", "H", "H"],
  "coordinates": [[1.509, 0.907, 2.119], [2.753, 0.760, 1.115], [2.361, 1.467, -0.592], [1.443, 3.107, -0.524], [2.285, 4.354, -1.127], [1.640, 0.289, -1.687], [0.249, 0.570, -2.032], [-0.024, 1.442, -2.900], [-0.860, -0.134, -1.470], [-1.445, 0.654, -0.366], [-2.921, 1.165, -0.677], [-3.400, 2.426, 0.195], [-2.384, 2.748, 1.725], [1.396, 1.980, 2.510], [0.564, 0.679, 1.512], [1.550, 0.140, 2.972], [3.700, 1.245, 1.530], [3.015, -0.350, 0.956], [1.305, 3.362, 0.594], [0.401, 3.121, -0.976], [1.574, 5.261, -1.172], [2.670, 4.152, -2.177], [3.142, 4.671, -0.431], [2.197, 0.144, -2.534], [-0.693, 1.470, -0.128], [-1.447, -0.066, 0.534], [-3.684, 0.311, -0.586], [-2.950, 1.503, -1.776], [-3.370, 3.359, -0.451], [-4.465, 2.208, 0.567], [-1.735, 3.978, 1.535], [-5.022, -0.220, 2.414], [-5.086, -1.503, 1.794], [-6.180, -2.214, 2.113], [-7.065, -1.859, 2.850], [-6.114, -3.388, 1.467], [-7.221, -4.254, 1.715], [-4.101, 0.264, 2.087], [-5.867, 0.400, 2.106], [-4.992, -0.318, 3.501], [-8.152, -3.794, 1.378], [-7.278, -4.513, 2.774], [-7.061, -5.169, 1.144], [7.541, -3.715, -0.793], [7.058, -3.012, -1.936], [5.813, -2.530, -1.799], [5.112, -2.645, -0.825], [5.485, -1.897, -2.936], [4.177, -1.330, -2.931], [8.552, -4.058, -1.017], [7.584, -3.055, 0.076], [6.918, -4.587, -0.585], [4.086, -0.576, -2.147], [3.420, -2.109, -2.808], [4.018, -0.845, -3.896]],
  "forces_ev_per_angstrom": [[-0.209, -0.401, -0.282], [-1.338, -0.621, 0.823], [2.730, 0.457, -0.913], [-0.506, 1.261, 1.128], [-0.479, 0.157, 0.191], [-2.580, 0.093, 0.915], [-1.603, 2.042, -3.128], [1.039, -2.898, 2.839], [2.113, 1.329, 0.410], [0.012, -0.508, 0.902], [0.228, 0.200, -0.887], [-0.289, -0.157, -0.502], [0.212, 0.694, -0.067], [0.272, -1.676, -0.413], [1.257, 0.274, 1.040], [0.024, 1.358, -1.064], [-1.320, -0.410, -0.807], [-0.473, 1.647, 0.061], [0.056, -0.539, -1.585], [1.315, -0.235, 0.407], [1.018, -1.386, -0.001], [-0.432, 0.184, 1.426], [-1.141, -0.750, -1.116], [-0.458, 0.622, 0.471], [-1.408, -0.671, -0.166], [-0.098, 1.174, -1.276], [1.301, 1.161, 0.016], [0.144, -0.613, 1.592], [-0.250, -1.190, 0.925], [1.599, 0.663, -0.615], [-0.896, -1.246, -0.355], [0.085, 0.378, 0.153], [-0.210, -0.233, -0.022], [0.058, -0.099, -0.080], [0.288, -0.089, -0.232], [0.104, 0.372, 0.123], [-0.313, -0.328, 0.029], [-0.026, -0.300, -0.081], [-0.017, -0.121, 0.163], [-0.159, 0.029, -0.114], [0.084, 0.026, 0.182], [-0.083, 0.164, -0.086], [0.222, 0.216, -0.028], [0.217, -0.227, 0.307], [-0.331, 0.174, -0.079], [0.074, 0.025, -0.093], [0.215, 0.047, -0.295], [0.195, -0.175, 0.219], [-0.351, 0.113, -0.085], [-0.140, 0.159, -0.225], [-0.160, -0.106, -0.057], [-0.035, 0.185, 0.070], [0.061, -0.176, 0.096], [0.081, 0.090, 0.173], [0.307, -0.136, -0.007]]
}